Molecular formula: C25H59InNO17P4
Method: DFT, ωB97M-V with the def2-TZVPD basis set

Structure (XYZ):
```
107
Properties=species:S:1:pos:R:3:lowdin_charge:R:1
C 1.395 2.141 -0.684 -0.184
N 0.497 2.344 -1.858 -0.233
C 1.136 1.666 -3.023 -0.393
In 0.881 -0.598 -3.033 0.485
C 2.208 -1.636 -1.462 -0.285
O 1.459 -2.408 -0.464 -0.212
C 0.700 -1.596 0.358 -0.244
C -0.726 -1.471 0.047 0.003
C -1.638 -0.610 0.811 -0.242
C -3.129 -0.534 0.348 -0.068
C -1.073 0.124 1.933 -0.055
C 0.358 -0.008 2.266 -0.047
C 1.284 -0.852 1.506 -0.110
C 2.803 -0.926 1.867 -0.347
C 3.125 -0.225 3.260 -0.099
C 3.426 -2.371 1.761 -0.072
H 0.971 2.610 0.250 0.077
H 1.497 1.031 -0.569 0.038
H 2.445 2.529 -0.885 0.074
H 0.486 3.367 -1.973 0.066
H 0.578 2.025 -3.941 0.028
H 2.225 1.967 -3.116 0.026
H -0.846 -1.026 -2.841 -0.105
H 1.438 -1.131 -4.674 -0.129
H 2.784 -0.819 -0.945 0.029
H 2.895 -2.294 -2.065 0.039
H -1.147 -2.028 -0.816 0.076
H -3.415 -1.583 0.050 0.075
H -3.788 -0.135 1.164 0.065
H -3.219 0.099 -0.581 0.083
H -1.723 0.804 2.528 0.090
H 0.693 0.615 3.133 0.086
H 3.350 -0.294 1.103 0.129
H 2.527 -0.649 4.104 0.080
H 2.823 0.856 3.119 0.070
H 4.229 -0.203 3.448 0.072
H 3.659 -2.552 0.677 0.072
H 2.808 -3.179 2.226 0.092
H 4.429 -2.349 2.283 0.055
C -8.268 -1.385 6.719 -0.136
O -8.071 -0.668 5.510 -0.272
P -6.751 -1.084 4.526 0.678
O -5.831 -1.403 5.693 -0.278
O -6.572 0.459 4.057 -0.311
C -6.397 1.459 5.051 -0.094
O -5.591 -1.544 3.380 -0.244
C -5.363 -2.952 3.273 -0.123
H -9.280 -1.175 7.073 0.084
H -8.167 -2.459 6.559 0.084
H -7.563 -1.044 7.477 0.087
H -5.975 1.056 5.973 0.086
H -7.359 1.926 5.268 0.090
H -5.720 2.218 4.659 0.095
H -6.299 -3.507 3.348 0.077
H -4.680 -3.272 4.060 0.087
H -4.909 -3.154 2.304 0.085
C 9.687 -3.688 0.528 -0.133
O 8.689 -3.041 1.304 -0.261
P 8.870 -2.999 2.988 0.663
O 9.511 -4.371 3.107 -0.286
O 7.267 -3.082 3.190 -0.259
C 6.563 -4.181 2.624 -0.113
O 9.047 -2.644 4.636 -0.246
C 10.382 -2.366 5.059 -0.141
H 9.549 -3.389 -0.513 0.088
H 10.686 -3.391 0.849 0.083
H 9.571 -4.769 0.592 0.088
H 7.200 -5.058 2.493 0.084
H 6.151 -3.886 1.659 0.081
H 5.741 -4.447 3.288 0.094
H 10.911 -1.765 4.317 0.076
H 10.918 -3.301 5.225 0.083
H 10.338 -1.809 5.995 0.083
C 3.770 2.760 -10.323 -0.145
O 2.771 2.086 -9.575 -0.275
P 2.781 2.243 -7.883 0.665
O 4.294 2.281 -7.745 -0.287
O 2.226 0.733 -7.708 -0.258
C 2.965 -0.338 -8.275 -0.112
O 2.502 2.517 -6.238 -0.239
C 2.764 3.848 -5.791 -0.137
H 3.458 2.770 -11.370 0.081
H 3.888 3.790 -9.982 0.081
H 4.718 2.226 -10.253 0.085
H 4.023 -0.096 -8.389 0.083
H 2.545 -0.592 -9.250 0.082
H 2.873 -1.202 -7.617 0.088
H 2.429 4.582 -6.526 0.074
H 3.832 3.969 -5.607 0.085
H 2.222 4.008 -4.859 0.074
C -5.386 3.546 0.048 -0.124
O -6.220 2.405 -0.104 -0.260
P -7.872 2.637 -0.390 0.664
O -8.010 3.875 0.478 -0.287
O -8.229 1.295 0.442 -0.250
C -7.795 1.200 1.795 -0.114
O -9.474 2.704 -0.946 -0.251
C -9.749 3.750 -1.878 -0.142
H -4.348 3.218 -0.044 0.090
H -5.590 4.286 -0.727 0.084
H -5.521 3.982 1.037 0.087
H -7.657 2.179 2.256 0.089
H -6.858 0.650 1.834 0.074
H -8.548 0.653 2.363 0.090
H -8.926 3.874 -2.584 0.077
H -9.919 4.685 -1.342 0.082
H -10.651 3.490 -2.432 0.081
```

Properties
Strongest force on any atom (eV/Å): 8.94
2S+1: 1
Frontier orbital gap (eV): 3.47
Electronic energy (eV): -105499.400
Energy above the lowest of the compared OMol25 structures with the same formula, charge and spin (kcal/mol): 198.7
HOMO energy (Ha): -0.1515
Total charge: -1